Record 1
{"formula": "C26H59N7O10", "method": "ωB97M-V/def2-TZVPD", "smiles": "C1CCOC1.C1CCOC1.C1CCOC1.CC(N)=O.CC(N)=O.CC(N)=O.CC(N)=O.CC(N)=O.CC(N)=O.CC(N)=O", "e_lumo_ev": 0.35, "orbital_gap_ev": 9.16, "multiplicity": 1, "symbols": ["C", "C", "C", "O", "C", "H", "H", "H", "H", "H", "H", "H", "H", "C", "C", "C", "O", "C", "H", "H", "H", "H", "H", "H", "H", "H", "C", "C", "C", "O", "C", "H", "H", "H", "H", "H", "H", "H", "H", "C", "C", "N", "O", "H", "H", "H", "H", "H", "C", "C", "N", "O", "H", "H", "H", "H", "H", "C", "C", "N", "O", "H", "H", "H", "H", "H", "C", "C", "N", "O", "H", "H", "H", "H", "H", "C", "C", "N", "O", "H", "H", "H", "H", "H", "C", "C", "N", "O", "H", "H", "H", "H", "H", "C", "C", "N", "O", "H", "H", "H", "H", "H"], "coordinates": [[-5.9134, -0.6714, 3.0428], [-4.6937, -1.5564, 2.7034], [-5.0724, -2.9703, 2.9496], [-6.1427, -2.8861, 3.8452], [-6.9061, -1.7214, 3.5676], [-6.4785, -0.1007, 2.3059], [-5.5665, 0.0838, 3.7480], [-3.8945, -1.3304, 3.4094], [-4.3524, -1.4948, 1.6701], [-4.2550, -3.6253, 3.2513], [-5.4296, -3.4290, 2.0276], [-7.5131, -1.3136, 4.3759], [-7.5017, -1.9908, 2.6954], [-0.9053, 0.7210, 4.3618], [-1.5986, 1.7131, 5.1907], [-0.4512, 2.4723, 5.7432], [0.6550, 2.3917, 4.7783], [0.1647, 1.5714, 3.7021], [-1.5661, 0.2963, 3.6061], [-0.5822, -0.1627, 4.9121], [-2.1867, 1.2115, 5.9592], [-2.1799, 2.4845, 4.6856], [-0.1215, 1.9497, 6.6411], [-0.5871, 3.5019, 6.0742], [0.9936, 0.9794, 3.3140], [-0.2863, 2.1637, 2.9060], [3.6264, 2.5352, -2.8537], [2.5328, 1.4334, -2.7850], [2.7693, 0.5361, -4.0214], [4.2149, 0.7298, -4.2161], [4.7847, 1.8792, -3.6076], [3.9641, 2.9387, -1.8991], [3.1613, 3.2748, -3.5055], [1.4910, 1.7530, -2.8123], [2.6490, 0.7938, -1.9100], [2.1890, 0.8639, -4.8839], [2.4439, -0.4853, -3.8241], [5.0534, 2.5441, -4.4284], [5.6406, 1.6456, -2.9743], [-2.7002, -1.5495, -3.5941], [-2.1507, -0.2495, -3.3595], [-0.8936, -0.0543, -3.6895], [-2.7677, 0.6253, -2.7697], [-1.9057, -2.2935, -3.5364], [-3.2242, -1.5645, -4.5498], [-3.4993, -1.8665, -2.9239], [-0.5930, 0.9029, -3.5733], [-0.2836, -0.6982, -4.1725], [3.2007, -3.2226, -1.5674], [3.7053, -3.7752, -0.2814], [2.9250, -3.5104, 0.7629], [4.7050, -4.4553, -0.2716], [2.1915, -2.8587, -1.3747], [3.1112, -3.8834, -2.4296], [3.7266, -2.3045, -1.8293], [3.1444, -3.9620, 1.6393], [2.1204, -2.9001, 0.7829], [2.4347, 3.3191, 1.3868], [1.1056, 3.5186, 0.6546], [0.8482, 4.7878, 0.3359], [0.3523, 2.5967, 0.4021], [2.5646, 2.2973, 1.7433], [2.5070, 3.8625, 2.3289], [3.2719, 3.6679, 0.7822], [-0.0378, 4.9967, -0.1015], [1.4791, 5.5207, 0.6273], [-3.2381, -6.0643, -0.5695], [-2.7873, -4.6406, -0.5736], [-2.1970, -4.0561, 0.5057], [-2.8963, -3.9609, -1.6121], [-2.6712, -6.5562, -1.3599], [-4.3186, -6.0306, -0.7095], [-2.8391, -6.4794, 0.3561], [-1.8875, -4.7032, 1.2168], [-1.8030, -3.1263, 0.4905], [5.5176, 0.2507, -0.5360], [5.1960, -0.3859, 0.7512], [6.0731, -1.2366, 1.2355], [4.0918, -0.1788, 1.3023], [5.4714, 1.3295, -0.3871], [4.7573, 0.0229, -1.2831], [6.5346, -0.0032, -0.8351], [6.0498, -1.5303, 2.2016], [6.7827, -1.5631, 0.5952], [-1.3187, 5.1117, -4.1189], [-1.0735, 3.6872, -3.6153], [-1.8810, 3.1858, -2.7279], [-0.1496, 2.9645, -4.0012], [-0.3683, 5.4757, -4.5091], [-1.6464, 5.7239, -3.2787], [-2.1328, 5.1063, -4.8438], [-1.6818, 2.2278, -2.4776], [-2.6902, 3.7219, -2.4489], [-1.1480, -0.5237, -0.0521], [0.3067, -0.9237, 0.2426], [1.2116, 0.0378, 0.4863], [0.6870, -2.1142, 0.3680], [-1.6131, -1.1065, -0.8472], [-1.0845, 0.5376, -0.2926], [-1.8048, -0.6693, 0.8055], [0.9056, 0.9922, 0.6108], [2.1590, -0.1999, 0.7433]], "lowdin_charge": [-0.148, -0.174, -0.248, -0.135, -0.192, 0.106, 0.098, 0.103, 0.106, 0.122, 0.113, 0.123, 0.116, -0.188, -0.208, -0.198, -0.135, -0.199, 0.104, 0.127, 0.123, 0.124, 0.113, 0.118, 0.116, 0.110, -0.142, -0.166, -0.152, -0.156, -0.212, 0.094, 0.108, 0.074, 0.082, 0.109, 0.103, 0.113, 0.098, -0.023, -0.660, 0.204, 0.010, 0.087, 0.099, 0.083, 0.066, 0.120, -0.006, -0.649, 0.172, 0.015, 0.055, 0.089, 0.070, 0.112, 0.031, 0.012, -0.567, 0.176, 0.007, 0.066, 0.085, 0.078, 0.115, 0.114, -0.001, -0.569, 0.176, -0.010, 0.092, 0.095, 0.072, 0.099, 0.075, -0.003, -0.597, 0.191, -0.023, 0.093, 0.077, 0.088, 0.128, 0.116, 0.004, -0.599, 0.181, -0.016, 0.082, 0.069, 0.084, 0.073, 0.122, 0.025, -0.490, 0.203, -0.051, 0.069, 0.066, 0.073, 0.027, 0.068]}

Record 2
{"formula": "C5H8O2", "method": "ωB97M-V/def2-TZVPD", "smiles": "O=C1CC[C@@H]1CO", "e_lumo_ev": 0.77, "orbital_gap_ev": 10.28, "multiplicity": 1, "de_lowest_kcal_mol": 27.8, "symbols": ["O", "C", "C", "C", "C", "C", "O", "H", "H", "H", "H", "H", "H", "H", "H"], "coordinates": [[-1.2154, -2.1598, -0.4809], [-1.0464, -0.9986, -0.2204], [-1.8220, 0.2827, -0.5224], [-0.5469, 1.0716, -0.1176], [0.1193, -0.2305, 0.4074], [1.5034, -0.6360, -0.0777], [2.5405, 0.1193, 0.5198], [-2.1828, 0.3815, -1.5506], [-2.6674, 0.4219, 0.1602], [-0.6945, 1.8598, 0.6236], [-0.0240, 1.4937, -0.9825], [0.0881, -0.2953, 1.5023], [1.6717, -1.6842, 0.1891], [1.5455, -0.5707, -1.1755], [2.7271, 0.8783, -0.0433]], "lowdin_charge": [0.113, -0.371, -0.076, -0.123, -0.216, -0.232, -0.054, 0.116, 0.119, 0.106, 0.111, 0.159, 0.129, 0.132, 0.087]}

Record 3
{"formula": "C44H65BBr2CaCl4F10N3NaO7PV", "method": "ωB97M-V/def2-TZVPD", "e_lumo_ev": -6.00, "orbital_gap_ev": 0.89, "multiplicity": 1, "symbols": ["C", "C", "C", "C", "C", "C", "C", "C", "C", "C", "C", "C", "C", "C", "C", "C", "C", "Cl", "C", "C", "C", "O", "C", "C", "C", "C", "C", "C", "C", "F", "F", "C", "F", "F", "F", "C", "O", "C", "C", "C", "C", "C", "C", "O", "H", "H", "H", "H", "H", "H", "H", "H", "H", "H", "H", "H", "H", "H", "H", "H", "H", "H", "H", "H", "H", "H", "H", "H", "H", "H", "H", "H", "H", "H", "H", "H", "H", "H", "H", "H", "H", "H", "H", "H", "O", "V", "O", "O", "P", "N", "C", "C", "N", "C", "C", "N", "C", "C", "H", "H", "H", "H", "H", "H", "H", "H", "H", "H", "H", "H", "H", "H", "H", "H", "H", "H", "F", "Na", "Cl", "O", "H", "Br", "C", "C", "Br", "H", "H", "H", "H", "Ca", "C", "Cl", "Cl", "H", "H", "B", "F", "F", "F", "F"], "coordinates": [[-0.8396, -3.6296, 4.0578], [-1.6698, -2.9669, 3.4720], [-2.6088, -2.2752, 2.4573], [-1.8768, -1.6423, 1.1809], [-1.9106, -0.1439, 0.8868], [-1.2534, 0.3705, -0.2251], [-1.3360, 1.9167, -0.3723], [-0.7727, 2.5412, 0.9894], [0.2395, 3.7079, 0.7941], [1.6009, 3.4927, 1.5555], [2.6410, 2.9684, 0.5326], [4.1331, 2.7895, 1.1081], [4.2516, 2.8362, 2.6516], [5.7305, 2.4144, 3.0010], [6.2122, 2.9284, 4.3838], [5.1620, 2.8075, 5.5272], [-0.5645, -0.4894, -1.1349], [0.2568, 0.1791, -2.5348], [-0.5318, -1.8781, -0.8766], [-1.1704, -2.4189, 0.2783], [-1.0154, -3.9441, 0.4719], [-1.9071, -4.6515, 0.8582], [0.3715, -4.4706, 0.1080], [1.0300, -5.4136, 0.8870], [2.3254, -5.8188, 0.5157], [3.1374, -6.8207, 1.3575], [2.3749, -8.1384, 1.6740], [3.3587, -9.0827, 2.4606], [3.4471, -8.7596, 3.9622], [4.2195, -7.6824, 4.2373], [4.0664, -9.8404, 4.5525], [2.0378, -8.6651, 4.6743], [2.2004, -9.1236, 5.9356], [1.6263, -7.3898, 4.7842], [1.1240, -9.4561, 4.1037], [2.9596, -5.3281, -0.6482], [4.2420, -5.7625, -0.9862], [2.2864, -4.3357, -1.4969], [2.8336, -3.6551, -2.8251], [2.5671, -4.4734, -4.1929], [3.8066, -5.3206, -4.6565], [1.0108, -3.9446, -1.0535], [0.2062, -2.8761, -1.8100], [0.1097, -2.8120, -3.0056], [-0.0831, -4.0704, 4.6955], [-3.2327, -1.5013, 2.9560], [-3.3396, -3.0027, 2.0528], [-2.4383, 0.5260, 1.5930], [-2.3691, 2.2346, -0.5776], [-0.6160, 2.2154, -1.1516], [-1.6174, 2.8093, 1.6533], [-0.2152, 1.7308, 1.5269], [-0.1857, 4.6392, 1.2184], [0.4159, 3.9040, -0.2787], [1.9256, 4.4381, 2.0289], [1.5216, 2.7521, 2.3721], [2.2776, 1.9715, 0.1252], [2.6878, 3.7111, -0.3014], [4.7919, 3.5926, 0.7056], [4.5101, 1.7591, 0.7790], [4.1191, 3.8446, 3.0760], [3.6003, 2.0973, 3.1484], [5.8971, 1.3266, 2.8507], [6.3758, 2.9110, 2.2336], [6.6179, 3.9587, 4.3181], [7.0813, 2.3010, 4.6833], [5.7236, 2.8021, 6.4837], [4.5667, 1.8788, 5.4985], [4.5224, 3.7081, 5.5679], [0.5531, -5.7997, 1.7988], [3.3378, -6.3012, 2.3231], [4.1358, -6.9940, 0.9198], [2.1259, -8.6411, 0.7172], [1.4225, -7.9756, 2.2029], [4.3758, -8.9364, 2.0446], [3.0581, -10.1291, 2.2811], [4.9022, -5.2100, -0.5362], [2.3571, -2.6736, -2.9876], [3.9067, -3.4372, -2.6639], [2.2773, -3.7687, -4.9939], [1.7300, -5.1872, -4.0824], [4.0167, -5.2595, -5.7431], [4.7461, -4.8649, -4.0763], [3.6092, -6.3554, -4.3554], [-3.7610, -4.6520, 7.8394], [-3.3193, -3.2178, 7.0676], [-2.8124, -1.8253, 6.2013], [-2.8409, 4.9886, -2.7275], [-4.2025, 4.4348, -3.1646], [-3.6444, 3.7648, -4.6694], [-3.1244, 4.6041, -5.7320], [-2.7568, 2.6450, -4.4540], [-4.9998, 5.9388, -3.3214], [-5.5480, 6.4759, -4.5437], [-4.5528, 7.0413, -2.4691], [-5.7994, 3.6907, -3.4463], [-6.3186, 3.0622, -2.2216], [-6.1507, 2.8502, -4.5827], [-2.8168, 3.9903, -6.5837], [-2.2662, 5.2091, -5.4121], [-3.8939, 5.2630, -6.1289], [-3.1835, 1.9628, -3.7065], [-1.7702, 2.9724, -4.0909], [-2.6187, 2.0626, -5.3696], [-4.7868, 7.0064, -5.1294], [-6.3512, 7.1870, -4.3202], [-6.0060, 5.7098, -5.1705], [-3.6552, 7.5155, -2.8965], [-4.3055, 6.7066, -1.4646], [-5.3074, 7.8064, -2.3579], [-5.7801, 2.1336, -1.9927], [-7.3830, 2.8429, -2.3143], [-6.2036, 3.7379, -1.3699], [-5.6209, 1.8870, -4.5745], [-5.9651, 3.3512, -5.5276], [-7.2268, 2.6509, -4.5605], [-8.8145, 4.1288, -4.7350], [4.2476, 1.9623, -1.1868], [5.2868, -5.6451, -2.7999], [2.1222, -1.9425, 3.0159], [1.2807, -2.3099, 3.2429], [-10.0997, 5.0955, -2.3076], [-9.6589, 6.4944, -1.0293], [-8.4993, 7.3245, -1.5164], [-6.8079, 6.3809, -1.3019], [-9.4661, 6.0058, -0.0784], [-10.5573, 7.1058, -0.9435], [-8.4026, 8.2325, -0.9213], [-8.5749, 7.5897, -2.5679], [-0.4154, -0.5711, 2.7431], [7.9491, -3.2934, -3.0211], [6.8539, -2.1999, -2.1577], [7.4521, -3.5024, -4.7015], [8.9499, -2.8747, -2.9988], [7.9378, -4.2598, -2.5279], [2.1974, 3.9501, 6.2571], [2.6634, 5.1802, 5.7317], [1.1322, 4.1796, 7.1451], [1.7433, 3.1344, 5.1789], [3.2478, 3.2909, 6.9280]], "lowdin_charge": [0.144, -0.171, -0.125, -0.240, -0.115, -0.221, -0.099, -0.160, -0.160, -0.176, -0.213, -0.224, -0.191, -0.219, -0.247, -0.112, -0.459, 0.768, -0.038, -0.048, -0.255, 0.159, -0.061, 0.064, -0.101, -0.123, -0.150, -0.068, -0.416, 0.126, 0.089, -0.522, 0.151, 0.156, 0.171, -0.144, -0.264, -0.011, -0.112, -0.172, -0.208, -0.036, -0.276, 0.115, 0.082, 0.126, 0.138, 0.137, 0.132, 0.074, 0.125, 0.056, 0.125, 0.110, 0.136, 0.101, 0.112, 0.113, 0.122, 0.095, 0.135, 0.122, 0.113, 0.098, 0.108, 0.098, 0.085, 0.091, 0.060, 0.139, 0.135, 0.115, 0.128, 0.101, 0.134, 0.134, 0.107, 0.088, 0.068, 0.109, 0.115, 0.095, -0.109, 0.057, -0.629, 0.952, -0.703, -0.350, 0.725, -0.353, -0.123, -0.178, -0.409, -0.125, -0.321, -0.255, -0.171, -0.142, 0.080, 0.083, 0.059, 0.066, 0.065, 0.080, 0.080, 0.080, 0.080, 0.085, 0.034, 0.012, 0.065, 0.078, 0.016, 0.075, 0.075, 0.064, -0.636, 0.713, 0.630, -0.491, -0.271, 0.680, -0.704, -0.621, 0.903, 0.042, 0.051, 0.057, 0.057, 1.539, -1.026, 0.479, 0.518, 0.029, 0.003, -1.230, 0.073, 0.090, 0.049, 0.055]}

E_HOMO in eV, matching the order above: -8.81; -9.51; -6.89
E_tot in a.u., matching the order above: -2161.82725; -345.76065; -12543.51760